Record 1
A 4-piece molecular cluster, C43H87FN2O18P overall, computed with ωB97M-V/def2-TZVPD.

Summary:
F_max = 9.603 eV/A
DFT total energy = -3594.7748 Ha
multiplicity = 1
HOMO energy = -10.5 eV
total charge = +1

Last column: Mulliken charge in e.
Atoms and positions in Å:
H  -4.63  -0.11  -1.72  0.264
C  2.54  -10.39  -0.69  -0.748
H  4.59  0.84  4.56  0.263
H  1.73  -5.02  -0.53  0.158
H  1.04  0.86  4.27  0.292
H  5.61  2.41  4.36  0.398
H  -0.81  -1.52  -4.39  0.071
O  -2.89  -0.31  0.22  -0.218
O  -3.87  3.35  -9.90  -0.465
H  -0.91  0.14  -7.57  0.280
H  -5.02  2.13  -11.88  0.349
H  -0.68  -3.22  1.45  0.347
H  3.73  3.87  3.75  0.253
H  -2.31  7.69  9.39  0.363
H  -0.09  2.15  0.31  0.445
H  -3.40  -0.10  -4.63  0.372
C  -0.47  1.57  2.70  -0.779
C  6.71  -9.00  3.43  -0.766
H  -4.70  2.85  -2.85  0.370
H  1.89  3.22  2.21  0.345
H  -3.71  2.32  -6.70  0.301
C  2.10  -4.51  -1.54  -0.304
P  0.31  -1.23  2.04  0.802
H  7.17  -9.95  3.15  0.232
N  -1.63  2.34  2.60  0.141
H  -2.02  2.70  -0.53  0.263
C  6.60  0.91  2.44  0.454
O  -0.22  -2.50  0.93  -0.437
N  5.18  1.42  2.48  -0.222
C  -4.31  2.46  -0.57  -0.549
H  2.05  -3.34  -1.34  0.008
H  2.36  -2.02  1.64  0.297
C  -0.93  8.36  7.87  -0.361
H  5.69  -8.17  0.42  0.244
O  -2.57  1.23  -8.02  -0.259
C  -2.27  7.77  8.30  -0.616
C  -4.30  0.58  -2.60  -0.624
H  6.77  0.41  0.20  0.236
C  1.20  0.03  -3.22  0.255
C  4.82  -7.65  3.03  -0.647
C  -3.54  5.78  8.31  -0.763
C  0.20  0.99  0.32  -1.159
O  -2.47  6.48  7.71  -0.197
H  1.64  -9.77  -0.73  0.293
O  0.17  7.85  8.65  -0.464
H  4.47  -8.86  -1.79  0.479
F  -2.80  -2.14  2.47  -0.333
C  -0.65  -3.41  -2.96  0.202
H  -0.67  1.90  -7.55  0.376
C  -3.02  -0.16  4.13  -0.924
C  -3.26  2.44  -7.69  -0.411
H  -4.94  1.83  -8.95  0.240
C  4.91  -7.60  -0.09  -0.572
O  1.06  0.42  -4.51  -0.481
H  2.34  -11.26  -0.07  0.236
H  2.55  1.43  2.29  -0.586
C  -1.50  -2.35  -3.90  -0.417
H  -4.87  1.50  -0.13  0.291
H  -5.22  0.62  -3.36  0.430
C  -1.36  1.09  -7.29  -0.709
H  -0.08  -2.85  -2.09  -0.404
H  -3.42  0.96  4.19  0.240
H  -0.74  8.23  6.80  0.165
H  -3.70  1.98  2.21  0.384
C  1.39  6.44  7.03  -0.515
H  -2.08  0.55  -3.46  0.108
H  7.44  2.19  0.72  0.260
C  -3.06  -0.10  -3.49  -0.338
C  -2.30  0.25  1.48  0.649
H  1.61  -1.05  -2.95  0.316
H  -4.47  6.34  8.21  0.312
O  3.61  -9.66  -0.11  -0.272
O  2.04  -1.10  1.93  -0.319
H  -4.26  -0.59  2.27  0.317
O  5.51  -8.86  2.70  -0.244
H  7.41  -8.19  3.17  0.319
H  -1.31  -4.23  -2.44  0.332
C  -3.17  2.49  -10.81  -0.362
H  -3.32  5.58  9.36  0.319
H  -2.67  3.15  -11.52  0.381
H  4.37  -7.77  4.02  0.448
H  -1.12  0.56  -1.50  -0.592
C  3.40  2.76  3.94  -0.527
O  -0.02  -1.63  3.56  -0.688
H  -1.70  3.17  3.23  0.383
H  -1.91  -0.13  4.54  0.164
C  7.40  1.04  0.99  -0.808
C  -0.03  0.25  -1.12  1.529
O  0.41  -4.14  -3.72  -0.375
H  1.97  5.83  4.55  0.119
H  -5.74  -1.17  -10.79  0.227
H  1.66  7.59  4.66  0.355
C  -3.11  -0.70  2.59  0.063
H  8.48  0.59  1.02  0.288
H  1.37  0.98  0.51  0.129
H  -3.08  8.42  7.96  0.442
O  -4.47  0.43  -10.83  -0.229
H  0.48  6.53  3.87  0.230
C  4.72  1.79  3.88  -0.650
C  0.59  6.52  8.33  -0.466
H  -2.32  -1.13  0.03  0.297
H  -5.06  3.45  -8.27  0.387
H  1.99  5.52  7.03  0.381
H  6.52  -9.00  4.50  0.310
O  0.89  0.92  -2.10  -0.384
H  -5.05  3.39  -0.53  0.404
H  -1.92  -3.00  -4.81  0.424
C  2.17  2.34  2.94  0.618
H  -0.26  5.83  8.33  0.214
H  5.41  -6.94  -0.80  0.411
H  -2.55  3.28  -7.67  0.357
H  3.02  -6.64  2.44  0.371
H  -0.95  9.43  8.07  0.385
C  -2.69  1.84  1.59  -0.839
H  0.55  2.68  4.53  0.509
H  3.14  -8.26  1.77  0.257
C  -4.36  2.73  -8.71  -0.522
H  -2.78  -1.90  -1.96  -0.040
C  -4.12  1.58  -11.60  -0.605
C  1.20  6.60  4.68  -0.634
H  -6.44  0.32  -11.45  0.316
C  0.79  1.88  3.70  -0.844
C  -5.54  -0.30  -11.41  -0.768
H  -3.65  4.82  7.79  0.207
O  4.21  -6.74  0.81  -0.399
H  -2.91  2.39  -2.50  0.326
H  0.12  -0.91  -1.11  -0.609
H  -3.61  1.23  -12.51  0.454
H  2.81  -10.73  -1.70  0.313
H  -3.75  -2.29  -3.53  0.446
H  -1.56  1.10  -6.21  0.169
C  3.96  -8.51  -0.89  -0.376
H  4.59  0.58  2.22  0.166
H  -2.39  1.92  -10.30  0.179
C  -0.66  0.34  1.57  1.340
O  7.23  0.34  3.48  -0.537
H  -3.69  -0.77  4.88  0.417
H  2.06  7.31  6.96  0.345
O  0.77  -6.32  -2.75  -0.530
H  3.06  -7.96  -1.17  0.206
H  3.22  -4.81  -1.71  0.307
O  0.51  6.40  5.91  -0.196
C  3.72  -7.37  2.00  -0.424
H  -2.96  3.88  0.60  0.412
C  -2.81  -1.69  -3.11  -0.504
H  2.97  2.69  5.05  0.255
C  -4.01  2.15  -2.18  -0.719
H  1.25  6.22  9.16  0.397
C  -2.91  2.74  0.24  -0.800
H  -5.27  -0.64  -12.42  0.307
H  5.53  -6.81  3.05  0.342
C  1.06  -5.02  -2.71  0.471

---

Record 2
C43H89F3N4O7Y as an isolated structure, computed with ωB97M-V/def2-TZVPD.

Summary:
F_max = 4.365 eV/A
DFT total energy = -2774.9879 Ha
multiplicity = 2
⟨S²⟩ = 0.751
HOMO energy (alpha / beta) = -4.9 / -8.0 eV

Last column: Mulliken charge in e.
Atoms and positions in Å:
H  1.97  0.25  4.27  0.302
C  1.00  3.59  3.64  1.196
F  -0.65  1.13  0.99  -0.284
H  -0.03  3.01  -2.04  0.301
H  4.30  2.70  6.29  0.556
H  3.62  -4.90  -3.17  0.474
H  2.64  3.01  6.72  0.356
C  -3.71  -3.03  2.50  1.588
H  -2.26  4.77  -3.65  0.266
H  -2.28  -5.46  4.26  0.241
H  4.48  0.70  4.74  0.491
C  -2.42  -2.58  5.19  -1.147
H  -1.69  -2.96  5.91  0.472
H  -1.05  -3.53  3.67  0.295
H  -5.23  3.51  -5.56  0.413
H  -2.96  -3.85  0.72  0.498
H  -0.20  5.15  4.69  0.394
N  -2.19  5.03  -6.32  0.300
H  5.18  2.15  4.06  0.398
H  3.30  -4.16  -0.83  0.408
H  -3.57  2.75  -5.66  0.379
H  -0.29  1.00  -1.58  0.307
H  -0.77  -1.78  3.88  -0.191
C  3.37  -6.77  -2.18  -0.963
H  1.57  -8.75  -2.46  0.344
H  -0.63  4.60  -4.25  0.338
C  2.79  -5.34  -2.62  -0.980
H  1.51  5.48  4.47  0.380
H  5.92  4.13  -2.24  0.310
H  1.77  -4.34  1.45  0.501
H  1.06  -9.02  -0.79  0.442
H  -0.40  7.12  -6.72  0.468
C  0.77  1.23  -1.74  -0.358
H  -0.43  -4.44  -1.65  0.321
C  4.28  1.54  4.07  -1.592
H  -4.10  -4.97  1.69  0.484
C  3.52  -8.37  -0.27  -1.937
C  -4.50  6.04  -6.42  -1.127
H  -2.47  -4.88  2.14  0.138
H  0.57  2.05  -3.48  0.424
H  0.44  -7.38  0.65  0.353
H  -4.68  7.87  -5.31  0.402
H  -2.39  -5.32  5.93  0.464
H  1.76  2.86  -2.24  0.093
H  3.65  4.18  5.68  0.225
O  5.03  1.81  -0.61  -0.881
C  -4.69  -2.12  1.66  -1.903
C  -4.13  6.93  -5.25  -0.745
H  3.34  4.65  3.84  0.280
C  -3.65  4.74  -6.54  1.233
H  4.51  1.32  -3.92  0.338
C  0.32  3.95  2.25  -1.403
H  1.09  4.38  5.67  0.356
C  -2.98  -5.11  5.03  -1.751
H  4.29  1.25  3.02  0.090
H  -2.44  7.96  -6.04  0.430
H  0.44  5.78  -5.96  0.424
O  2.59  0.70  1.32  -1.008
F  -0.61  -0.86  0.23  -0.284
H  -5.46  -4.83  3.40  0.357
H  4.44  -6.76  -1.97  0.413
H  1.06  -3.06  0.46  0.072
C  3.01  2.29  4.59  1.018
C  0.79  2.44  -2.49  -1.103
H  2.07  -5.31  -3.43  0.408
H  -5.54  5.80  -6.22  0.407
O  1.69  1.29  -0.55  -0.111
C  -1.52  -2.57  3.88  -0.209
C  0.12  -0.01  1.05  0.735
C  0.03  -5.39  -1.40  -1.932
H  -0.01  7.26  -4.98  0.384
H  0.17  0.70  5.48  0.258
N  1.98  -6.46  -0.04  -0.010
H  0.51  2.05  6.22  0.435
H  -3.68  -5.94  5.09  0.412
C  3.38  3.16  5.94  -1.567
H  -3.38  3.30  -8.09  0.444
O  1.25  -7.03  1.03  -0.428
C  -4.15  3.65  -5.47  -1.612
H  -4.37  6.55  -7.37  0.391
C  -3.96  4.21  -8.00  -1.774
H  2.00  -3.52  -1.79  0.406
H  -0.75  3.93  2.43  0.414
O  3.22  4.06  3.10  -0.568
C  -1.37  5.33  -3.92  -1.459
H  0.42  -7.73  -1.69  0.387
H  5.64  3.38  -3.76  0.357
N  2.41  3.07  3.45  1.758
C  1.33  -5.15  -0.47  1.916
C  1.36  -8.26  -1.51  -1.765
H  0.71  3.15  1.62  0.111
C  -2.63  7.21  -5.27  -1.268
C  0.77  1.59  5.26  -0.852
Y  3.45  2.73  0.92  0.500
H  0.51  5.00  2.01  0.278
F  0.00  -0.40  2.33  -0.157
H  -2.76  -1.55  5.26  0.400
C  -0.28  6.58  -5.79  -1.977
C  0.79  4.69  4.67  -1.771
C  2.39  -4.44  -1.36  -1.024
H  -0.88  4.23  -7.43  0.332
C  -3.25  -4.29  1.67  -1.581
H  -3.98  -3.56  7.17  0.389
C  1.55  0.29  0.48  0.307
H  -1.87  -2.37  1.76  -0.153
H  -4.95  -1.33  2.35  0.483
C  2.51  -7.43  -0.97  1.706
H  -2.48  7.72  -4.32  0.387
C  4.77  0.84  -2.97  -1.265
H  0.10  -4.48  1.14  0.383
C  -2.44  -2.14  2.66  -0.665
C  -1.63  5.97  -5.32  1.576
H  -0.99  5.98  -3.13  0.434
H  4.05  0.14  -2.54  0.172
H  -5.12  -2.55  6.19  0.411
C  -3.52  -3.64  5.00  1.606
H  -2.51  -1.05  2.59  0.496
H  -4.35  -1.65  0.74  0.280
H  -5.58  -2.67  1.33  0.396
H  2.54  0.57  5.80  0.527
H  3.91  2.53  -2.21  -0.561
O  -1.25  3.87  -6.62  -0.467
C  4.88  2.06  -2.03  1.524
C  -4.48  -3.43  6.21  -1.936
C  5.88  3.15  -2.73  -1.434
H  -0.30  1.66  3.46  -0.077
H  1.21  0.35  -2.22  0.272
H  -4.43  6.42  -4.34  0.332
C  0.09  2.37  4.19  -0.565
C  2.08  1.08  4.96  -1.298
H  6.87  2.71  -2.74  0.388
H  -0.72  -6.02  -0.93  0.372
H  0.35  -5.85  -2.34  0.539
H  3.09  -8.86  0.61  0.342
C  1.02  -4.12  0.69  -1.897
H  -3.94  3.82  -4.41  0.335
H  -3.69  4.83  -8.85  0.395
H  -5.31  -4.13  6.29  0.418
H  3.30  -7.34  -3.11  0.271
N  -4.33  -3.39  3.81  0.241
H  -5.02  3.97  -8.10  0.375
H  4.44  -7.87  0.00  0.435
H  1.92  -0.53  -0.14  0.474
O  -5.65  -3.95  3.72  -0.439
H  3.88  -9.25  -0.80  0.400
H  5.73  0.34  -3.12  0.415
H  -0.82  2.59  4.74  0.339

---

Record 3
A 8-piece molecular cluster, C43H90BrCl2N4O8S8 overall, computed with ωB97M-V/def2-TZVPD.

Summary:
F_max = 1.930 eV/A
DFT total energy = -9192.8240 Ha
multiplicity = 1
HOMO energy = -10.4 eV
total charge = +1

Last column: Mulliken charge in e.
Atoms and positions in Å:
H  1.95  -4.93  2.85  0.301
Cl  -3.46  0.08  -2.27  -0.119
H  3.67  5.90  7.78  0.388
C  0.27  -0.24  1.63  -1.543
H  -2.91  -0.10  0.34  1.121
H  3.00  5.45  -3.54  0.222
H  -2.63  1.68  4.57  0.368
C  0.56  -1.27  2.66  -0.731
H  -8.40  -3.47  -2.07  0.353
Br  3.08  -0.47  -1.17  -0.002
C  -2.27  2.53  3.99  -0.678
H  -1.79  -3.51  -6.04  0.271
C  3.99  -5.22  -5.59  -1.071
C  0.96  1.20  -0.15  -0.120
C  -3.07  -6.86  -6.69  -1.084
H  0.37  -1.85  4.67  0.615
O  2.97  8.27  -4.26  -0.640
H  -1.96  -4.45  3.26  0.506
H  7.58  -4.18  -0.28  0.332
N  1.24  0.24  0.95  0.485
C  -1.03  0.38  1.20  1.203
O  -0.56  -6.14  -6.28  -0.703
H  -2.07  0.74  -4.32  0.549
H  -3.89  -2.43  0.09  0.678
C  -1.74  0.57  -2.18  2.068
C  -1.46  -2.45  3.80  -0.465
C  -0.59  5.14  0.99  0.016
C  -2.72  -3.92  -0.87  -1.094
H  0.64  -3.83  -1.27  0.516
N  0.00  -4.40  4.14  -0.211
H  -2.56  -0.90  1.83  1.105
H  -2.29  -2.08  3.20  0.047
H  -3.98  5.72  4.74  0.298
H  -1.23  -0.32  -1.88  -1.210
C  -0.88  2.91  4.50  -1.046
H  4.66  -4.37  -5.62  0.314
H  -3.79  6.08  3.01  0.320
H  -0.42  -4.59  5.05  0.363
H  -1.04  -6.97  3.26  0.241
H  -6.53  -4.54  -3.32  0.463
H  1.58  2.64  1.30  0.817
H  -2.31  -4.31  -7.54  0.404
S  -1.92  -5.85  -5.76  0.740
C  -2.89  -2.73  -0.19  -1.570
H  3.09  0.62  -4.02  0.472
C  2.64  6.12  7.47  -0.844
H  -2.36  6.33  6.52  0.310
S  2.54  7.82  6.91  0.439
H  -2.90  -6.71  -7.76  0.367
C  -1.80  -1.91  0.13  1.502
H  -0.89  2.46  -1.70  0.716
H  0.18  -7.57  4.14  0.318
H  -2.35  8.05  6.01  0.426
H  0.35  -1.72  -0.08  -0.163
H  4.12  8.04  -0.90  0.298
H  1.59  -1.12  2.97  0.726
C  0.43  -5.67  3.64  0.239
C  -1.30  0.97  -3.60  -1.333
H  1.54  -6.51  -5.19  0.214
H  -1.86  -2.56  4.81  0.708
H  2.33  5.46  6.66  0.200
H  -1.17  4.52  0.32  0.094
C  -1.07  -3.82  3.29  -0.760
O  2.30  -4.06  -3.92  -0.498
H  3.82  9.56  -1.79  0.326
H  -2.96  3.36  4.10  0.397
H  0.85  2.18  -2.75  0.232
C  1.74  2.47  0.24  -1.781
H  -1.97  2.94  1.92  -0.021
H  -0.29  -5.64  -2.51  0.078
H  5.07  8.42  -2.38  0.299
S  2.84  7.72  -2.90  0.539
H  2.79  -7.56  -4.45  0.438
C  1.42  0.55  -1.47  0.093
C  -5.86  -3.68  -3.23  -0.904
C  -0.30  -1.45  3.91  -0.878
O  1.17  8.00  6.35  -0.603
H  6.02  -4.57  0.50  0.319
C  6.76  -3.79  0.32  -1.022
O  -6.01  -3.94  -0.60  -0.650
H  1.08  6.11  0.02  0.410
C  3.65  7.64  5.52  -0.829
H  1.56  5.13  1.38  0.484
C  3.61  6.10  -2.91  -0.880
C  0.88  5.17  0.53  -0.831
H  -7.99  -1.85  -2.72  0.381
H  0.57  -2.21  2.10  0.211
H  -1.29  -6.49  -1.33  0.345
H  -3.47  -4.09  -6.19  0.312
S  -1.82  6.58  4.22  0.447
H  1.53  -6.83  -3.43  0.240
O  7.09  -1.47  -0.90  -0.671
N  1.46  -5.82  2.93  -0.691
S  -6.13  -2.88  -1.64  0.683
H  3.63  5.70  -1.90  0.254
C  -2.12  -0.63  0.88  -2.345
H  -0.67  -0.51  4.29  -0.014
H  -0.40  0.43  -3.88  0.187
H  -8.24  -2.08  -0.97  0.364
H  -2.88  -7.90  -6.43  0.317
C  -0.53  -2.32  -0.26  0.076
O  -1.29  5.18  4.21  -0.521
C  -2.43  -4.28  -6.46  -0.981
H  -4.09  -6.59  -6.42  0.343
N  -0.41  -6.75  4.02  -0.575
H  3.26  6.87  4.85  0.189
C  -3.60  6.44  4.02  -1.073
C  2.17  -6.68  -4.31  -0.870
O  -1.31  1.04  2.43  0.185
H  1.70  1.35  -4.79  0.425
H  4.62  6.17  -3.32  0.486
C  1.69  1.50  -2.62  -0.677
Cl  -2.89  2.61  -0.65  -0.004
H  -3.25  1.76  2.22  0.275
H  2.54  2.11  -2.35  0.675
H  -3.58  -4.53  -1.10  1.077
H  1.97  6.01  8.32  0.316
H  3.68  8.60  5.00  0.318
C  -1.44  -4.35  -1.26  0.733
H  -6.05  -2.96  -4.03  0.425
H  -0.81  7.20  6.26  0.149
S  1.33  3.95  -0.71  -0.041
H  -0.68  -3.78  2.27  0.162
C  -1.45  1.72  -1.15  -0.312
H  2.81  2.27  0.11  0.428
C  -7.87  -2.54  -1.88  -1.163
H  -0.39  2.07  4.97  0.503
C  -1.84  7.09  5.93  -0.781
H  0.72  -0.21  -1.80  0.101
S  3.20  -5.25  -3.99  0.548
H  -1.01  6.14  0.92  0.661
C  -0.59  1.40  0.09  0.369
H  4.57  -6.14  -5.73  0.425
H  -4.05  7.42  4.16  0.439
H  1.56  -0.21  -3.98  0.439
H  -0.59  2.34  0.63  -0.759
H  -0.68  4.82  2.02  -0.503
C  2.02  0.78  -3.93  -1.899
H  7.15  -3.42  1.27  0.350
C  5.57  -3.32  -2.02  -1.036
H  5.11  -2.62  -2.72  0.335
H  6.47  -3.75  -2.46  0.511
H  4.64  7.39  5.88  0.375
H  -0.92  3.75  5.18  0.419
C  -1.25  -5.64  -2.00  -1.332
H  4.86  -4.11  -1.77  0.292
H  2.19  -0.06  1.16  0.699
C  -0.35  -3.53  -0.96  -1.090
H  -4.82  -4.00  -3.27  0.081
H  -0.25  3.22  3.66  -0.126
C  4.10  8.51  -1.88  -0.877
S  6.00  -2.41  -0.54  0.585
H  3.23  -5.13  -6.37  0.327
H  -2.01  -5.78  -2.75  0.251
H  -1.11  2.04  -3.68  0.295
C  -2.26  2.09  2.54  -0.139